Entry from OMol25: 9 unconnected molecules or ions with the total composition C21H64N4O9 in a non-equilibrium geometry (ωB97M-V/def2-TZVPD).

Cartesian coordinates (Å):
C: 1.877 0.677 -2.877
O: 1.223 1.413 -1.852
H: 2.458 -0.157 -2.482
H: 1.041 0.347 -3.493
H: 2.538 1.198 -3.570
H: 0.997 0.787 -1.161
C: -3.389 -2.021 2.886
O: -3.643 -2.884 1.820
H: -4.373 -1.666 3.189
H: -2.845 -2.512 3.693
H: -2.826 -1.138 2.584
H: -2.873 -3.377 1.527
C: 4.166 -2.439 0.707
O: 2.821 -2.662 1.207
H: 4.447 -3.210 -0.011
H: 4.222 -1.439 0.277
H: 4.869 -2.429 1.540
H: 2.883 -3.200 1.999
C: 2.077 0.648 4.642
O: 1.317 1.554 5.483
H: 1.763 0.830 3.614
H: 3.129 0.923 4.707
H: 1.926 -0.429 4.706
H: 1.460 1.386 6.417
C: -0.085 -0.555 0.520
O: 1.124 -0.815 -0.138
H: -0.695 -1.454 0.607
H: 0.103 -0.368 1.577
H: -0.666 0.230 0.037
H: 1.511 -1.539 0.362
C: -2.264 2.533 -2.144
C: -1.673 3.276 -3.340
C: -2.590 4.206 -4.133
O: -1.936 4.365 -5.409
C: -2.705 5.073 -6.366
N: -0.507 3.860 -2.820
H: -3.133 1.953 -2.455
H: -2.522 3.211 -1.331
H: -1.547 1.766 -1.850
H: -1.260 2.503 -3.988
H: -2.760 5.190 -3.695
H: -3.567 3.747 -4.287
H: -3.576 4.491 -6.667
H: -2.031 5.276 -7.198
H: -3.064 6.022 -5.967
H: 0.143 3.830 -3.592
H: -0.175 3.145 -2.188
C: 4.243 1.296 0.492
C: 4.822 1.949 -0.782
C: 5.241 0.972 -1.913
O: 5.488 1.620 -3.214
C: 6.146 0.848 -4.192
N: 3.791 2.820 -1.358
H: 4.732 0.381 0.825
H: 3.203 0.972 0.451
H: 4.378 1.845 1.424
H: 5.574 2.715 -0.590
H: 4.508 0.186 -2.094
H: 6.139 0.532 -1.479
H: 7.111 0.651 -3.725
H: 6.379 1.583 -4.962
H: 5.592 -0.020 -4.549
H: 4.193 3.039 -2.258
H: 2.950 2.325 -1.618
C: -1.251 -5.509 -1.864
C: -1.134 -6.329 -0.629
C: -1.931 -5.787 0.633
O: -1.618 -4.487 0.994
C: -0.388 -4.446 1.750
N: -1.677 -7.624 -1.005
H: -0.667 -4.603 -1.703
H: -2.260 -5.182 -2.119
H: -0.790 -6.063 -2.681
H: -0.081 -6.380 -0.351
H: -1.793 -6.496 1.450
H: -3.002 -5.837 0.432
H: -0.169 -3.421 2.049
H: 0.487 -4.699 1.151
H: -0.378 -5.152 2.580
H: -1.678 -8.464 -0.445
H: -2.652 -7.556 -1.256
C: -2.269 0.934 4.283
C: -2.632 1.744 3.024
C: -3.259 3.163 3.211
O: -4.422 3.209 4.025
C: -5.573 2.381 3.737
N: -1.368 1.687 2.308
H: -1.634 0.076 4.063
H: -3.064 0.462 4.860
H: -1.823 1.678 4.943
H: -3.356 1.089 2.539
H: -3.396 3.668 2.255
H: -2.690 3.919 3.751
H: -6.325 2.879 4.348
H: -5.547 1.341 4.062
H: -5.878 2.514 2.699
H: -0.821 0.943 2.719
H: -0.845 2.485 2.638

Output
M, g mol⁻¹: 516.8
HOMO (alpha / beta), Eh: 0.005 / -0.243
Electronic energy, eV: -47195.253
Spin multiplicity: 2
Charge: -1
Frontier orbital gap (alpha / beta), Ha: 0.0865 / 0.3342
Energy relative to the best compared isomer or geometry (same formula, charge and spin), kcal per mole: 0.00

Atomic partial charges in e from the Löwdin method, atoms 1 to 2: -0.142, -0.156

---

Entry from OMol25: 10 unconnected molecules or ions with the total composition C21H65N13O10 in a non-equilibrium geometry (ωB97M-V/def2-TZVPD).

Cartesian coordinates (Å):
C: -2.521 2.011 -5.539
O: -1.449 1.692 -4.684
C: -0.428 0.834 -5.281
C: 0.846 0.833 -4.436
C: 1.392 2.161 -4.175
N: 1.877 -0.166 -4.973
H: -3.117 1.069 -5.829
H: -2.222 2.432 -6.468
H: -3.201 2.644 -5.004
H: -0.916 -0.175 -5.369
H: -0.205 1.228 -6.374
H: 0.583 0.440 -3.443
H: 1.663 2.715 -5.134
H: 2.287 2.133 -3.589
H: 0.585 2.770 -3.769
H: 2.746 0.047 -4.482
H: 1.653 -1.168 -4.764
C: -4.136 -0.666 -2.461
O: -4.350 -1.006 -1.049
C: -5.592 -1.784 -1.021
C: -5.745 -2.313 0.444
C: -4.533 -3.203 0.817
N: -6.991 -3.127 0.582
H: -3.095 -0.385 -2.489
H: -4.860 0.119 -2.692
H: -4.291 -1.507 -3.121
H: -6.466 -1.240 -1.395
H: -5.431 -2.694 -1.599
H: -5.772 -1.403 1.055
H: -4.681 -4.210 0.334
H: -4.590 -3.382 1.934
H: -3.572 -2.785 0.741
H: -6.875 -3.818 1.290
H: -7.701 -2.462 0.889
C: 5.163 -2.614 -1.634
O: 5.875 -2.327 -0.440
C: 5.318 -2.911 0.735
C: 4.180 -2.141 1.354
C: 4.724 -0.773 1.788
N: 3.578 -2.914 2.429
H: 5.494 -1.830 -2.404
H: 4.055 -2.444 -1.496
H: 5.301 -3.622 -2.110
H: 5.151 -4.000 0.564
H: 6.164 -2.915 1.501
H: 3.338 -1.883 0.669
H: 5.644 -0.765 2.415
H: 3.968 -0.214 2.357
H: 4.901 -0.195 0.849
H: 4.207 -3.355 3.080
H: 2.924 -3.586 2.106
N: -1.393 4.081 0.392
C: -1.144 3.987 -0.999
N: -1.201 2.870 -1.649
O: -0.901 5.088 -1.554
H: -1.150 5.002 0.585
H: -0.941 3.317 0.902
H: -1.068 2.985 -2.652
H: -1.132 1.939 -1.234
N: 0.219 -3.353 -1.164
C: 0.079 -3.600 0.219
N: -1.223 -3.834 0.712
O: 1.037 -3.579 0.942
H: 1.149 -3.230 -1.491
H: -0.543 -3.254 -1.813
H: -1.957 -3.326 0.271
H: -1.162 -3.905 1.710
N: 5.349 2.959 -1.385
C: 3.967 2.589 -1.248
N: 3.119 3.680 -1.012
O: 3.559 1.435 -1.309
H: 5.520 3.952 -1.539
H: 5.810 2.305 -2.027
H: 3.392 4.627 -0.878
H: 2.127 3.524 -1.015
N: 0.605 -1.494 3.093
C: 1.047 -0.664 4.065
N: 2.248 -1.044 4.637
O: 0.331 0.334 4.424
H: 1.217 -2.112 2.642
H: -0.295 -1.387 2.614
H: 2.726 -0.335 5.179
H: 2.840 -1.682 4.161
N: -2.020 0.865 2.950
C: -2.432 0.056 1.989
N: -3.663 0.298 1.398
O: -1.755 -0.974 1.718
H: -2.320 1.806 2.890
H: -1.092 0.647 3.387
H: -3.804 -0.153 0.453
H: -4.129 1.168 1.566
C: -0.534 3.470 4.528
C: -1.121 2.823 5.720
O: -1.153 3.708 6.829
H: -0.319 2.778 3.766
H: 0.395 4.013 4.630
H: -1.225 4.181 4.084
H: -0.491 1.991 6.013
H: -2.091 2.474 5.348
H: -1.488 3.244 7.650
C: 1.157 0.945 0.632
C: 0.756 -0.139 -0.320
O: -0.651 0.060 -0.712
H: 0.618 0.812 1.570
H: 0.777 1.910 0.269
H: 2.250 0.961 0.761
H: 0.833 -1.018 0.251
H: 1.437 -0.159 -1.214
H: -1.045 -0.787 -0.446

Output
M, g mol⁻¹: 659.8
HOMO, Eh: -0.339
SMILES: COC[C@H](C)N.COC[C@H](C)N.COC[C@H](C)N.NC(N)=O.NC(N)=O.NC(N)=O.NC(N)=O.NC(N)=O.CCO.CCO
Electronic energy, eV: -62679.913
Frontier orbital gap, Ha: 0.3484
Energy relative to the best compared isomer or geometry (same formula, charge and spin), kcal per mole: 32.49

Atomic partial charges in e from the Löwdin method, atoms 1 to 2: -0.120, -0.239

---

Entry from OMol25: a molecular structure, C21H69F2N21O12V in a non-equilibrium geometry (ωB97M-V/def2-TZVPD).

Cartesian coordinates (Å):
V: -0.817 0.127 0.276
F: 0.272 0.502 2.067
F: -1.837 -0.470 -1.400
C: -5.199 -0.811 -0.921
C: -6.581 -0.556 -0.255
C: -7.192 0.861 -0.370
O: -7.637 1.023 -1.713
C: -7.304 2.251 -2.325
N: -7.487 -1.544 -0.725
H: -4.458 -0.044 -0.697
H: -5.258 -0.751 -2.007
H: -4.793 -1.802 -0.716
H: -6.501 -0.803 0.804
H: -6.602 1.709 -0.021
H: -8.014 0.992 0.335
H: -6.227 2.398 -2.405
H: -7.735 3.110 -1.811
H: -7.763 2.196 -3.313
H: -7.698 -1.059 -1.585
H: -8.427 -1.407 -0.382
C: 4.615 -0.593 -2.022
C: 5.984 0.062 -1.766
C: 5.904 1.623 -1.897
O: 5.165 1.890 -3.038
C: 5.322 3.284 -3.285
N: 6.690 -0.351 -0.529
H: 3.913 -0.212 -1.280
H: 4.531 -1.677 -1.945
H: 4.116 -0.357 -2.961
H: 6.599 -0.197 -2.628
H: 6.883 2.085 -1.773
H: 5.323 2.065 -1.087
H: 6.325 3.643 -3.053
H: 4.744 3.813 -2.528
H: 4.883 3.670 -4.205
H: 6.073 -0.813 0.124
H: 6.891 0.479 0.010
C: 3.215 1.897 1.325
C: 4.423 1.586 2.250
C: 4.528 0.063 2.698
O: 5.569 -0.187 3.656
C: 5.271 -1.268 4.595
N: 5.660 1.983 1.530
H: 3.262 2.922 0.959
H: 2.243 1.795 1.810
H: 3.382 1.250 0.464
H: 4.420 2.260 3.107
H: 4.537 -0.636 1.862
H: 3.589 0.031 3.251
H: 4.572 -0.789 5.281
H: 6.008 -1.750 5.237
H: 4.890 -2.169 4.115
H: 5.725 2.986 1.627
H: 6.423 1.613 2.078
C: -3.477 0.336 2.236
O: -2.629 0.443 1.347
N: -3.799 1.316 3.021
N: -4.292 -0.712 2.337
H: -4.540 1.197 3.697
H: -3.307 2.199 3.025
H: -4.701 -0.865 3.248
H: -3.970 -1.597 1.972
C: -1.439 1.740 -4.615
O: -2.239 2.499 -4.020
N: -0.835 1.974 -5.724
N: -1.046 0.550 -4.109
H: -0.346 1.174 -6.099
H: -0.960 2.872 -6.168
H: -1.382 0.216 -3.217
H: -0.152 0.194 -4.414
C: 1.236 2.059 -1.450
O: 0.726 1.326 -0.636
N: 1.927 1.475 -2.400
N: 1.359 3.351 -1.366
H: 1.965 0.467 -2.442
H: 2.444 1.943 -3.131
H: 1.759 3.843 -2.152
H: 1.292 3.801 -0.464
C: -2.269 -3.520 -3.385
O: -1.177 -3.067 -3.743
N: -2.777 -4.756 -3.522
N: -3.139 -2.866 -2.663
H: -2.019 -5.327 -3.866
H: -3.547 -5.068 -2.948
H: -4.079 -3.180 -2.469
H: -2.843 -1.929 -2.429
C: -2.066 3.258 -0.283
O: -1.601 2.170 -0.126
N: -1.825 4.296 0.492
N: -2.855 3.604 -1.322
H: -2.338 5.163 0.428
H: -1.166 4.254 1.257
H: -2.727 3.193 -2.236
H: -3.200 4.548 -1.420
C: 2.276 -2.923 2.980
O: 2.921 -2.946 1.913
N: 1.895 -1.837 3.606
N: 1.674 -3.895 3.582
H: 2.163 -0.941 3.225
H: 1.758 -1.895 4.605
H: 1.611 -4.850 3.260
H: 1.656 -3.684 4.569
C: 1.380 -2.131 -1.162
O: 0.720 -1.422 -0.341
N: 2.400 -2.976 -0.938
N: 0.962 -2.387 -2.339
H: 2.835 -3.620 -1.583
H: 2.721 -2.994 0.020
H: -0.006 -2.296 -2.612
H: 1.489 -3.001 -2.944
C: -0.415 0.539 5.409
O: -0.619 0.791 6.613
N: -0.944 -0.463 4.718
N: 0.678 1.001 4.804
H: -0.539 -0.609 3.804
H: -1.796 -0.923 5.006
H: 1.400 1.474 5.330
H: 0.656 0.858 3.805
C: -1.593 -2.918 1.307
O: -1.268 -1.702 1.263
N: -2.252 -3.642 2.143
N: -1.764 -3.568 0.194
H: -2.161 -4.639 2.005
H: -2.653 -3.283 2.997
H: -1.923 -4.549 0.374
H: -1.645 -3.070 -0.676

Output
M, g mol⁻¹: 896.9
HOMO (alpha / beta), Eh: -0.381 / -0.381
Electronic energy, eV: -109881.583
Spin multiplicity: 3
Charge: +1
Frontier orbital gap (alpha / beta), Ha: 0.2862 / 0.3001

Atomic partial charges in e from the Löwdin method, atoms 1 to 2: 1.270, -0.459

---

Entry from OMol25: 12 unconnected molecules or ions with the total composition C21H69N21O12 in a non-equilibrium geometry (ωB97M-V/def2-TZVPD).

Cartesian coordinates (Å):
C: -3.177 7.622 -5.893
O: -2.599 6.591 -5.165
C: -2.643 5.401 -5.843
C: -1.865 4.311 -5.184
C: -2.176 2.910 -5.772
N: -2.108 4.097 -3.764
H: -4.253 7.483 -5.998
H: -2.754 7.743 -6.890
H: -3.085 8.555 -5.336
H: -3.685 5.089 -5.784
H: -2.310 5.498 -6.876
H: -0.815 4.525 -5.379
H: -3.233 2.715 -5.590
H: -1.637 2.055 -5.366
H: -2.078 2.884 -6.858
H: -2.231 5.058 -3.480
H: -3.076 3.866 -3.592
C: -10.026 8.828 -0.969
O: -9.600 7.584 -0.486
C: -8.438 7.612 0.367
C: -7.758 6.258 0.452
C: -6.468 6.041 1.354
N: -7.283 6.055 -0.897
H: -10.201 9.576 -0.195
H: -10.845 8.577 -1.642
H: -9.335 9.226 -1.712
H: -7.726 8.373 0.046
H: -8.701 7.904 1.384
H: -8.461 5.484 0.757
H: -5.947 5.127 1.067
H: -6.774 5.878 2.387
H: -5.922 6.984 1.324
H: -6.761 6.892 -1.115
H: -8.108 6.117 -1.476
C: -7.760 -3.152 2.501
O: -6.605 -3.720 1.811
C: -5.806 -4.557 2.636
C: -4.690 -5.085 1.691
C: -5.249 -5.620 0.414
N: -3.837 -6.120 2.270
H: -8.470 -3.946 2.731
H: -8.284 -2.304 2.060
H: -7.480 -2.691 3.448
H: -5.475 -4.011 3.519
H: -6.446 -5.308 3.100
H: -3.903 -4.369 1.453
H: -5.588 -6.641 0.589
H: -4.427 -5.736 -0.293
H: -6.014 -4.986 -0.034
H: -4.082 -6.222 3.245
H: -2.877 -5.824 2.173
N: 7.430 -7.344 -1.524
C: 8.079 -6.319 -1.189
N: 7.837 -5.787 0.019
O: 8.909 -5.970 -2.000
H: 7.608 -7.758 -2.428
H: 6.697 -7.706 -0.932
H: 7.091 -6.163 0.586
H: 8.270 -4.892 0.197
N: 1.062 -0.584 0.979
C: 2.077 -1.218 0.420
N: 2.964 -1.509 1.349
O: 2.221 -1.588 -0.751
H: 1.130 -0.401 1.970
H: 0.438 -0.099 0.350
H: 3.593 -2.203 0.969
H: 3.231 -0.835 2.052
N: 3.692 -8.377 5.062
C: 3.125 -7.458 4.422
N: 2.701 -6.477 5.215
O: 2.990 -7.419 3.199
H: 3.839 -8.249 6.053
H: 3.847 -9.256 4.588
H: 2.579 -5.705 4.576
H: 2.544 -6.610 6.204
N: 3.026 5.502 4.011
C: 2.248 4.545 4.438
N: 1.053 4.973 4.614
O: 2.555 3.378 4.554
H: 3.970 5.219 3.792
H: 2.937 6.413 4.439
H: 0.366 4.377 5.054
H: 0.780 5.900 4.320
N: 6.142 4.228 -4.130
C: 6.411 3.942 -2.879
N: 5.735 2.999 -2.292
O: 7.166 4.630 -2.148
H: 5.644 3.399 -4.424
H: 6.670 4.934 -4.623
H: 5.541 2.965 -1.301
H: 5.065 2.585 -2.924
N: -1.312 -1.309 7.023
C: -2.569 -0.830 7.250
N: -3.516 -1.521 7.905
O: -2.744 0.327 6.960
H: -0.701 -0.620 6.610
H: -1.081 -2.257 7.283
H: -3.220 -2.444 8.188
H: -4.230 -0.979 8.371
N: 1.071 -9.618 -5.861
C: 1.767 -8.627 -5.391
N: 1.559 -8.488 -4.087
O: 2.564 -8.017 -6.078
H: 1.061 -10.044 -6.777
H: 0.342 -9.939 -5.240
H: 2.212 -7.845 -3.663
H: 1.193 -9.195 -3.465
N: 8.400 1.569 5.184
C: 9.105 1.331 4.080
N: 10.326 1.829 4.146
O: 8.844 0.724 3.016
H: 8.729 2.248 5.856
H: 7.477 1.159 5.201
H: 10.621 2.211 5.034
H: 10.821 1.876 3.267
N: 6.188 -1.530 -5.094
C: 5.632 -1.173 -6.250
N: 4.386 -1.262 -6.119
O: 6.177 -0.765 -7.214
H: 7.192 -1.482 -4.997
H: 5.770 -1.498 -4.175
H: 4.030 -1.455 -5.193
H: 3.717 -1.067 -6.850

Output
M, g mol⁻¹: 807.9
HOMO, Eh: -0.331
SMILES: COC[C@H](C)N.COC[C@H](C)N.COC[C@H](C)N.NC(N)=O.NC(N)=O.NC(N)=O.NC(N)=O.NC(N)=O.NC(N)=O.NC(N)=O.NC(N)=O.NC(N)=O
Electronic energy, eV: -78758.010
Frontier orbital gap, Ha: 0.3312
Energy relative to the best compared isomer or geometry (same formula, charge and spin), kcal per mole: 210.95

Atomic partial charges in e from the Löwdin method, atoms 1 to 2: -0.121, -0.169

---

Entry from OMol25: a molecular structure, C21H6Br4Cl3I2NO4Os (ωB97M-V/def2-TZVPD).

Cartesian coordinates (Å):
Os: 0.342 0.023 -0.160
Br: 4.261 -5.724 -0.094
C: 3.687 -3.935 0.036
C: 4.561 -2.935 0.466
Br: 6.339 -3.349 0.926
C: 4.123 -1.611 0.567
Br: 5.218 -0.202 1.155
C: 2.818 -1.298 0.224
O: 2.280 -0.084 0.297
C: 1.949 -2.302 -0.214
O: 0.715 -1.876 -0.506
C: 2.368 -3.616 -0.298
Br: 1.108 -4.891 -0.865
I: 1.602 5.058 0.040
C: 1.146 3.691 1.525
C: 1.186 4.073 2.887
C: 0.864 3.203 3.892
I: 0.938 3.861 5.867
C: 0.480 1.867 3.586
C: 0.095 0.861 4.497
C: -0.266 -0.379 4.039
C: -0.244 -0.655 2.666
N: 0.114 0.272 1.801
C: 0.470 1.518 2.231
C: 0.788 2.411 1.188
O: 0.668 1.941 -0.053
H: 1.474 5.087 3.127
H: 0.086 1.077 5.557
H: -0.563 -1.162 4.722
H: -0.501 -1.625 2.260
Cl: -7.037 -0.519 1.100
C: -5.377 -0.473 0.606
C: -4.630 0.663 0.838
C: -3.301 0.698 0.443
Cl: -2.416 2.163 0.705
C: -2.697 -0.386 -0.196
O: -1.444 -0.416 -0.663
C: -3.498 -1.521 -0.415
Cl: -2.783 -2.895 -1.176
C: -4.820 -1.575 -0.024
H: -5.069 1.527 1.316
H: -5.403 -2.466 -0.205

Output
M, g mol⁻¹: 1206.3
HOMO (alpha / beta), Eh: -0.293 / -0.292
Electronic energy, eV: -367959.993
Frontier orbital gap (alpha / beta), Ha: 0.2185 / 0.2135
Energy relative to the best compared isomer or geometry (same formula, charge and spin), kcal per mole: 14.16

Atomic partial charges in e from the natural (NBO) method, atoms 1 to 2: 1.651, 0.108